Computed, not measured: a cluster of 3 separate species, C32H75N3O8P in total at a distorted geometry, with ωB97M-V with the def2-TZVPD basis set.

As for the net charge: -1. As for the multiplicity: 1.

Each line ends with the Mulliken charge.
Element x y z (Å)
P -1.2267 -0.1553 -2.1504  2.724
O 2.1967 1.3702 5.0164  -0.388
O -1.8875 1.1852 0.1894  -0.382
O 0.4410 -4.7639 3.5128  -0.420
O -4.9602 1.2160 2.3495  -0.437
O 4.7525 1.5580 6.4777  -0.374
O 1.0391 -2.2549 2.0969  -0.013
O -7.8428 0.5300 2.7152  -0.439
O 5.2955 5.0819 -2.7994  -0.305
N -2.6606 -1.1582 -2.6089  -0.242
N -2.2983 -2.6466 -5.6926  -0.496
N 0.2342 0.8350 -1.6355  -0.562
C -0.7244 -4.8979 2.7132  -0.486
C -1.7987 0.2052 -5.0797  -0.749
C 0.0552 -1.4661 -2.8198  -0.481
C 2.5054 -2.0551 -2.1349  -1.603
C -3.1520 -1.9596 -1.7575  0.236
C -0.7510 -0.6070 -5.9654  -0.756
C 2.0008 -3.0563 2.7643  -0.415
C 3.6100 0.8327 6.9189  -0.754
C -2.4863 -3.2162 -1.1239  -0.687
C 4.7144 2.3647 -1.5753  -0.255
C -8.2389 0.6748 1.3535  -0.196
C -2.8643 0.6686 1.0683  0.123
C -0.9257 -2.1621 -5.9462  -0.294
C -1.2186 0.8514 -3.7683  -1.236
C 0.9879 -2.0492 -1.6920  0.125
C 6.1098 4.5790 -1.7340  -0.473
C 3.5072 0.0940 -0.9975  0.123
C -7.6864 2.0701 0.8348  -0.859
C 0.1789 -1.5712 2.9940  -0.163
C -5.4694 -0.0935 2.1055  0.307
C 4.8884 0.8410 -1.2349  -0.999
C -6.7931 -0.4154 2.8775  -0.866
C -2.3296 1.1546 -1.2086  -1.229
C -4.1444 1.5690 1.2084  -0.253
C 1.6078 -4.5233 2.7341  -0.675
C 3.0891 -0.6193 -2.3458  -0.187
C 2.7987 0.3077 5.7463  -0.281
C 6.1353 3.0154 -1.6723  -0.661
C -4.6676 -1.7428 -1.3462  -1.449
C 2.8940 1.6631 3.8132  -0.602
C 4.5687 2.9616 6.5585  -0.712
C 5.7023 6.4368 -3.0401  -0.714
H 3.0663 -2.6165 -1.3489  0.443
H -3.0710 -0.3975 0.8170  -0.139
H -2.6115 -3.2014 -6.4789  0.225
H 0.7188 -3.1351 -1.5592  0.347
H 6.7291 2.6204 -2.5317  0.298
H -7.8048 -0.1122 0.6867  0.145
H -2.1647 2.1954 -1.5732  0.502
H -2.2984 -4.0490 -1.8347  0.291
H 7.1609 4.9323 -1.9152  0.404
H -0.1431 1.0899 -3.9893  0.346
H 2.1516 -2.7125 3.7932  0.225
H 0.5236 0.5864 -0.6939  0.128
H -6.9625 1.9324 -0.0026  0.147
H 0.7201 -0.7464 3.4703  -0.014
H 5.5229 0.7523 -0.3110  0.375
H -1.7022 1.8633 -3.6790  0.321
H 2.9890 1.4472 7.5778  0.350
H -1.1226 -0.8353 -0.8782  -0.581
H -3.7665 2.6006 1.4249  0.329
H -8.5342 2.7222 0.5316  0.319
H -7.1290 2.5629 1.6618  0.279
H -2.3121 -3.1781 -4.8300  0.128
H -2.7801 -0.3009 -4.9986  0.330
H -7.1621 -1.3956 2.4614  0.358
H 2.3690 0.0604 -2.8675  -0.116
H -2.0179 1.0876 -5.7529  0.437
H -1.5920 -4.8596 3.3727  0.269
H 1.4669 -4.8665 1.7047  0.321
H -0.1755 -2.6491 -5.2745  0.031
H -2.3940 0.6574 2.0895  0.355
H 4.0879 2.8135 -0.7713  0.257
H -1.5134 -2.9849 -0.6181  -0.210
H -0.8090 -4.0922 1.9807  0.062
H -0.6527 -1.1594 2.4213  -0.270
H 3.6198 3.2723 6.1163  0.309
H -6.5512 -0.6167 3.9461  0.380
H 3.4169 -0.3153 5.0923  0.289
H 4.2006 2.4329 -2.5653  0.205
H -0.7163 -5.8646 2.1988  0.347
H 0.7155 -1.0553 -3.6148  0.126
H 2.5178 2.6080 3.4216  0.274
H 6.1171 6.8971 -2.1123  0.335
H 2.4155 -5.1136 3.1793  0.441
H 4.6126 3.2854 7.6037  0.326
H -5.2616 -2.4103 -2.0335  0.471
H 3.9524 -0.7225 -3.0568  0.777
H 6.4402 6.4186 -3.8787  0.237
H 3.9697 1.7594 3.9817  0.340
H 5.7760 5.0077 -0.7555  0.291
H -5.0143 -0.7115 -1.5498  0.243
H 5.4842 0.3698 -2.0530  0.250
H -9.3456 0.5958 1.2209  0.413
H 3.9789 -0.0185 7.5001  0.394
H -4.7339 -0.9019 2.3660  0.304
H 0.0286 1.8316 -1.6566  0.253
H 2.7062 0.8785 3.0736  0.168
H 4.8517 7.0743 -3.3726  0.228
H 2.5652 -2.6068 -3.1015  0.285
H -4.7409 1.6287 0.2714  0.168
H -3.1489 -3.6049 -0.3033  0.375
H 1.9859 -0.3157 6.1327  0.403
H -5.6880 -0.1834 1.0152  -0.170
H -3.4165 0.9255 -1.3060  -0.080
H -0.6458 -2.5312 -6.9735  0.442
H -4.8694 -2.1138 -0.3170  0.288
H 3.5907 -0.6507 -0.1767  0.073
H -0.5845 -2.3196 -3.1743  -0.159
H 2.9476 -2.9350 2.2278  0.362
H 0.8569 -1.5840 -0.6891  -0.305
H 0.2666 -0.2562 -5.6584  0.208
H -0.2233 -2.2394 3.7607  0.425
H 5.3800 3.4400 6.0095  0.243
H 2.7369 0.8785 -0.8116  0.001
H 6.6814 2.7637 -0.7260  0.267
H -0.8481 -0.2812 -7.0358  0.539

Atomic forces in eV per Å
P 2.7145 0.5732 -0.3287
O 0.3422 -0.0818 0.0099
O -1.3716 -0.0195 -0.2119
O -0.0676 0.0544 -0.2469
O 0.1680 -0.9316 -0.9877
O -0.2303 0.1832 0.0347
O -0.0476 -0.1152 0.3095
O 0.0691 -0.6559 0.0464
O 0.4481 0.6416 0.6873
N -1.3946 -0.1516 1.9027
N 0.5884 0.2930 -0.0492
N 0.3404 0.3090 -0.2013
C -0.0232 -0.0046 0.1102
C 0.5516 1.2483 -1.3059
C -0.0230 -0.7406 0.7496
C -1.0535 0.5902 0.1913
C -0.9340 0.2931 -1.1175
C -0.7610 0.3448 0.2864
C -0.0695 -0.0051 -0.5554
C 0.3371 -0.3079 -0.2447
C 0.0022 0.2084 1.3199
C 0.7410 -1.0321 -0.3220
C 0.7159 0.9480 -1.0484
C 0.2464 -0.0970 0.8035
C 1.0781 -0.3863 -0.9338
C -0.1181 0.0265 -1.2380
C 0.3255 -0.7441 -0.8627
C 0.6761 -0.7887 -0.0824
C 0.8378 0.3450 -1.7545
C -0.3163 -0.3609 0.1191
C -0.0350 0.1189 -0.1311
C -0.8806 -0.4243 0.0113
C -0.1654 0.1827 0.7146
C 0.6574 -0.7911 -0.5004
C -0.1576 0.2468 0.0306
C 1.0540 0.8735 0.3566
C 0.0992 0.0513 0.4918
C 0.0687 -0.2434 0.0502
C -0.4109 0.2901 0.1965
C -0.6348 0.8596 0.4618
C 0.1473 -1.5196 -0.9560
C -0.1137 0.0064 -0.0874
C 0.1351 -0.0615 -0.0301
C -0.2532 0.0645 -0.5203
H 0.0146 0.4064 -0.6318
H -0.2244 0.6093 -0.0322
H -0.0114 -0.1557 0.3794
H 0.1815 0.8467 0.1273
H -0.5871 0.1857 0.5792
H -0.3001 0.3001 0.7521
H -0.1060 -0.7084 0.0121
H -0.2163 0.6875 0.1582
H -0.6547 -0.2787 0.2775
H -0.8147 -0.2451 0.3200
H -0.0625 -0.0747 0.0429
H -0.2838 0.2539 0.0003
H -0.7121 0.1784 0.4710
H -0.0805 0.0342 0.1144
H -0.4682 0.1978 -0.6454
H 0.2033 -0.9135 0.2636
H -0.0448 0.0208 -0.0781
H -0.2175 -0.1404 0.3123
H -0.3219 -0.7744 -0.2146
H 0.6796 -0.3156 0.0023
H -0.4712 -0.3994 -0.5244
H -0.3027 0.0615 -0.1575
H 0.8208 -0.0377 0.3399
H 0.4966 0.5676 0.3086
H 0.2819 -0.7963 0.4748
H 0.0420 -0.6442 0.6202
H 0.0792 -0.0322 0.0458
H -0.0230 0.1097 -0.0186
H -0.7508 0.5192 -0.3050
H -0.3613 0.0209 -0.7371
H 0.4497 0.0176 -0.6561
H -0.6370 0.0676 -0.6397
H 0.0341 -0.0199 -0.0343
H 0.1269 0.0041 -0.1077
H -0.0298 -0.0181 0.0262
H -0.5477 0.6978 -0.5516
H 0.0658 0.0555 0.0259
H 0.1697 0.1940 0.8740
H -0.0523 0.0258 -0.0953
H -0.6490 -0.3075 0.2867
H -0.0938 -0.0647 0.0605
H -0.1291 -0.2424 -0.7318
H 0.0358 -0.0029 -0.0311
H -0.0669 0.0898 0.0034
H 0.2787 0.4931 0.6202
H -0.3710 0.1605 0.8132
H -0.1906 0.2708 0.7595
H -0.0081 -0.0428 0.0207
H 0.0763 -0.2814 -0.6058
H 0.4496 -0.5194 0.3368
H -0.5061 0.1573 0.5520
H 0.7595 0.1782 0.5594
H -0.0444 -0.0150 0.0189
H -0.4871 0.6512 -0.1599
H 0.0955 -0.1484 0.2237
H 0.0881 0.0250 -0.0739
H 0.3335 -0.7018 0.2467
H 0.0307 0.1982 0.6495
H 0.1996 -0.2769 0.5992
H 0.4734 0.1359 -0.7462
H 0.0263 -0.0445 0.0229
H 0.2246 -0.0503 0.5748
H 0.6413 0.1229 0.2824
H -0.0824 0.3475 0.7986
H 0.0649 0.4865 -0.4807
H -0.1693 0.5810 -0.4040
H 0.7405 0.7312 -0.1201
H 0.0410 -0.0342 0.0138
H 0.0638 -0.0525 -0.6506
H -0.6450 -0.6790 -0.1805
H 0.0552 -0.0162 0.0185
H 0.0232 -0.0843 0.0357
H 0.4577 -0.8018 0.3364
H -0.2405 0.1495 -0.7688
H -0.1223 -0.2098 0.8537

Computed, not measured: a cluster of 2 separate species, C5H14N3 in total at a distorted geometry, with ωB97M-V with the def2-TZVPD basis set.

As for the net charge: +1. As for the multiplicity: 1.

Each line ends with the Mulliken charge.
Element x y z (Å)
N -1.4800 -2.2696 -1.3397  -0.497
N -0.5573 -1.3061 2.0649  -0.259
N 0.5030 2.0877 -0.0910  -0.195
C 1.5446 3.0354 0.3859  -0.780
C -1.4155 -1.6870 -0.1014  -0.084
C -0.8106 -2.2508 0.9438  -0.436
C 0.9210 1.0438 -0.9075  0.158
C 0.1570 0.2693 -1.7120  -1.247
H 2.0102 0.7921 -0.8454  0.330
H -0.1413 -0.4587 1.6736  0.232
H -1.1253 -3.2145 -1.3407  0.248
H 1.6952 3.0299 1.4666  0.258
H -0.9427 0.3213 -1.8860  0.478
H -1.0038 -1.6945 -1.9869  0.209
H -0.4195 2.4787 -0.3259  0.272
H 1.2126 4.1273 0.1721  0.270
H -0.2721 -3.1685 1.0408  0.337
H -1.8801 -0.7081 0.0019  0.478
H -1.3815 -1.0233 2.6008  0.381
H 0.7197 -0.4952 -2.3711  0.138
H 2.4827 2.7812 -0.1499  0.303
H 0.1838 -1.6902 2.7072  0.405

Atomic forces in eV per Å
N -0.9205 -0.7786 0.8496
N 1.0150 -0.2811 0.8789
N 0.0616 -0.0166 0.0988
C -0.8381 1.4896 -0.8114
C 0.5207 -0.7683 0.0028
C -0.2586 1.0480 0.3665
C -0.1591 -0.5177 -0.3084
C 0.9213 -0.9902 -1.0456
H -1.0412 0.4758 -0.0620
H -0.0213 0.2168 -0.0099
H 0.0825 -0.0438 -0.2097
H 0.0037 -0.4366 -0.0563
H 1.0508 0.5175 0.2240
H 0.1565 0.4648 -1.0999
H 0.9318 -0.2054 0.1859
H 0.7354 -1.8535 -0.0182
H 0.0397 -0.3325 -0.2413
H 0.2972 0.0175 -0.1129
H 0.0838 -0.2552 0.1650
H -1.0086 1.3264 1.2517
H -0.5066 0.5339 0.4845
H -1.1457 0.3890 -0.5321

Computed, not measured: the molecule C4H7NO2 at a distorted geometry, with ωB97M-V with the def2-TZVPD basis set.

As for the multiplicity: 1. The structure (SMILES) is C=C[C@@H](O)C(N)=O.

Each line ends with the Mulliken charge.
Element x y z (Å)
O -2.3817 -0.3831 -0.6279  -0.572
O -1.0330 1.8962 0.3965  -0.539
N -0.7870 -1.7098 0.5584  -0.437
C -1.3325 -0.5753 -0.0663  0.630
C -0.3517 0.7180 0.3975  -0.258
C 0.7495 0.6238 -0.6076  -0.102
C 2.0093 0.3133 -0.3146  -0.744
H 0.1059 -1.5248 0.8524  0.253
H 0.3314 0.5735 -1.6022  0.287
H 0.0966 0.6090 1.4477  0.322
H 2.5242 0.3403 0.6499  0.255
H -0.8658 -2.5206 0.0105  0.265
H -1.8651 1.5809 -0.0455  0.398
H 2.8001 0.0587 -1.0488  0.242

Atomic forces in eV per Å
O 0.8014 -0.5044 -0.1246
O -2.2386 -0.0097 -1.2419
N -3.2993 1.3412 -1.9747
C 1.5846 1.6953 3.3741
C 1.0280 -1.8854 1.0872
C 0.3303 -0.7221 0.3953
C 1.4420 0.0520 -0.6737
H 2.5848 0.2952 0.8305
H 0.4994 0.2170 -0.5372
H -0.7052 -0.5228 -1.2154
H -1.0142 0.0336 0.2786
H -0.2764 -1.5185 -0.4470
H 0.2467 1.2182 0.3475
H -0.9837 0.3104 -0.0986

Computed, not measured: a structure of composition C3H3N5 at a distorted geometry, with ωB97M-V with the def2-TZVPD basis set.

As for the multiplicity: 1.

Each line ends with the Mulliken charge.
Element x y z (Å)
N 1.6549 0.6739 -0.2412  -0.105
N -1.7726 -0.2729 -0.0803  0.284
N -1.1515 -1.3916 -0.0116  -0.736
N 1.3361 -1.5834 -0.0092  -0.322
N 2.1831 -0.5270 0.0354  -0.367
C 0.2409 0.3583 -0.0392  0.269
C 0.0847 -0.9822 -0.1967  0.562
C -0.9889 0.8247 0.0865  -0.472
H -2.7351 -0.3774 0.1516  0.234
H -1.1173 1.8715 -0.3466  0.245
H 2.2658 1.4061 0.6512  0.410

Atomic forces in eV per Å
N -0.8856 2.0766 5.0896
N -2.9362 1.5914 1.2944
N 1.6107 -2.1058 -1.5404
N 2.3657 3.5269 -0.3681
N 0.4389 -5.3154 -0.6377
C 2.8240 1.3757 -1.2217
C 2.6117 -2.3667 2.1796
C -1.3553 4.5212 -2.3652
H -0.7643 0.6856 -0.0168
H -1.1248 -1.3859 1.3840
H -2.7850 -2.6037 -3.7976

For each record above, in turn, the calculated LUMO level values are 0.08575 -0.12660 0.02845 0.00423 hartree.
For each record above, in turn, the calculated molecular weight values are 660.94 116.19 101.10 109.09 g/mol.